Formula: C4H10N4S
Source: the OMol25 dataset
Level of theory: ωB97M-V with the def2-TZVPD basis set

The geometry in XYZ format:
```
19
Properties=species:S:1:pos:R:3:nbo_charge:R:1
C -0.609 -0.069 0.038 0.4380
C 2.219 0.304 -0.396 0.1555
C -2.373 0.030 0.942 -0.0512
C 1.153 -0.427 -1.097 0.0009
N -1.466 0.951 0.231 -0.5740
N -1.364 -0.958 0.584 -0.5490
N 3.221 0.971 -0.937 -0.6693
N 1.081 0.004 -2.431 -0.7764
S 2.399 0.202 1.292 0.3475
H -2.492 0.311 2.102 0.2744
H -3.304 -0.179 0.343 0.2657
H 1.332 -1.504 -1.118 0.2918
H -1.417 1.935 0.406 0.4526
H -1.404 -1.946 0.666 0.4575
H 3.408 0.845 -1.989 0.4644
H 3.701 1.771 -0.437 0.4778
H 0.973 1.026 -2.613 0.4129
H 0.747 -0.529 -3.252 0.4535
H 1.145 -0.107 1.454 0.1275
```

Summary:
Calculated total energy, eV: -21085.531
Net charge: +2
HOMO, Ha: -0.6686
Energy relative to the best compared isomer or geometry (same formula, charge and spin), eV: 2.064
Kohn-Sham gap, eV: 8.97

=====

Formula: C4H10NO
Source: the OMol25 dataset
Level of theory: ωB97M-V with the def2-TZVPD basis set

The geometry in XYZ format:
```
16
Properties=species:S:1:pos:R:3:nbo_charge:R:1
C -1.470 0.311 0.728 -0.6156
C -0.566 -0.508 -0.192 -0.0367
C -0.254 0.273 -1.482 -0.6318
N 0.601 -1.025 0.539 -0.6960
C 1.657 0.047 0.820 0.1286
O 2.488 0.222 -0.199 -0.9612
H -1.032 1.265 1.012 0.2011
H -2.436 0.491 0.250 0.1793
H -1.653 -0.262 1.641 0.2036
H -1.158 -1.391 -0.474 0.1558
H 0.144 1.257 -1.235 0.2145
H 0.498 -0.230 -2.086 0.2221
H -1.187 0.426 -2.032 0.1662
H 1.141 -1.535 -0.159 0.3484
H 1.087 0.962 1.102 0.0565
H 2.140 -0.303 1.768 0.0653
```

Summary:
Calculated total energy, eV: -7847.331
Net charge: -1
HOMO, Ha: -0.0859
SMILES string: CC(C)NC[O-]
Energy relative to the best compared isomer or geometry (same formula, charge and spin), eV: 0.206
Kohn-Sham gap, eV: 6.57

=====

Formula: C4H10NO
Source: the OMol25 dataset
Level of theory: ωB97M-V with the def2-TZVPD basis set

The geometry in XYZ format:
```
16
Properties=species:S:1:pos:R:3:nbo_charge:R:1
C -0.259 -0.538 -2.013 -0.4156
N -0.215 0.518 -0.871 -0.6516
C 0.464 0.204 0.372 -0.1241
C 0.428 1.411 1.226 -0.6210
C -0.167 -1.079 1.025 -0.0174
O -0.407 -2.245 0.306 -0.9643
H 0.757 -0.511 -2.411 0.1767
H -0.902 -0.040 -2.811 0.1417
H -0.757 -1.440 -1.738 0.2435
H -1.186 0.599 -0.757 0.3359
H 1.508 -0.249 0.265 0.1707
H -0.142 1.335 2.105 0.2023
H 1.444 1.744 1.319 0.2015
H 0.006 2.310 0.628 0.1992
H 0.533 -1.469 1.894 0.0829
H -1.103 -0.550 1.461 0.0396
```

Summary:
Calculated total energy, eV: -7845.673
Net charge: -1
HOMO, Ha: -0.0808
SMILES string: CN[C@@H](C)C[O-]
Energy relative to the best compared isomer or geometry (same formula, charge and spin), eV: 1.863
Kohn-Sham gap, eV: 6.60

=====

Formula: C4H10NO
Source: the OMol25 dataset
Level of theory: ωB97M-V with the def2-TZVPD basis set

The geometry in XYZ format:
```
16
Properties=species:S:1:pos:R:3:nbo_charge:R:1
C -0.630 1.812 2.496 -0.8832
C 0.774 -2.090 -0.841 -0.1662
N -0.266 -2.758 -1.374 -0.5420
C -0.339 -1.021 -1.201 -0.4358
C 0.495 0.463 -1.319 0.0883
O -0.047 1.346 -0.557 -0.8564
H -1.265 2.660 2.264 0.1988
H -1.187 1.105 3.102 0.1846
H -0.401 1.349 1.524 0.2916
H 1.690 -2.068 -1.438 0.1471
H 0.782 -2.075 0.255 0.1505
H 0.304 2.111 2.964 0.1901
H -0.929 -0.832 -0.308 0.2081
H -0.979 -0.952 -2.059 0.2725
H 1.562 0.236 -1.102 0.0748
H 0.436 0.712 -2.406 0.0773
```

Summary:
Calculated total energy, eV: -7843.381
Net charge: -1
HOMO, Ha: -0.1140
Energy relative to the best compared isomer or geometry (same formula, charge and spin), eV: 4.156
Kohn-Sham gap, eV: 7.39

=====

Formula: C4H10NO
Source: the OMol25 dataset
Level of theory: ωB97M-V with the def2-TZVPD basis set

The geometry in XYZ format:
```
16
Properties=species:S:1:pos:R:3:lowdin_spin:R:1
C -1.796 0.640 -0.102 -0.0002
C -0.355 0.892 -0.465 0.0203
C 0.067 1.647 -1.494 0.1049
C 1.886 0.116 0.302 0.5441
N 0.565 0.335 0.448 0.2089
H -2.405 1.515 -0.319 0.0011
H -2.190 -0.123 -0.782 -0.0002
H -1.860 0.236 0.904 -0.0002
H 1.111 1.669 -1.754 0.0143
H -0.690 2.202 -2.030 0.0094
H 2.332 -0.492 1.070 0.0410
H 2.471 0.644 -0.429 0.0508
H 0.048 0.020 1.231 0.0022
H -0.387 -3.459 1.548 0.0000
H 0.132 -2.921 0.159 0.0011
O -0.215 -2.677 1.022 0.0026
```

Summary:
Calculated total energy, eV: -7845.430
HOMO (spin up / spin down), Ha: -0.2223 / -0.3056
Expectation value of S²: 0.76
Energy relative to the best compared isomer or geometry (same formula, charge and spin), eV: 0.347
Kohn-Sham gap (spin up / spin down), eV: 6.76 / 8.98
Multiplicity: 2

=====

Formula: C4H10NO
Source: the OMol25 dataset
Level of theory: ωB97M-V with the def2-TZVPD basis set

The geometry in XYZ format:
```
16
Properties=species:S:1:pos:R:3:nbo_charge:R:1
C 1.623 -0.870 0.621 -0.3212
C 0.153 -0.479 0.487 0.3495
C -0.295 0.321 -0.629 -0.6018
C -1.706 0.989 -0.519 -0.0349
O -1.662 2.064 0.400 -0.6614
N 1.853 -1.934 -0.292 -0.6728
H 2.277 -0.022 0.432 0.2390
H 1.810 -1.238 1.630 0.2406
H -1.172 1.772 1.175 0.4588
H -0.438 -1.363 0.739 0.2065
H 0.378 1.142 -0.880 0.2600
H -0.387 -0.385 -1.474 0.3385
H -2.047 1.354 -1.475 0.2226
H 1.931 -1.720 -1.276 0.3995
H -2.444 0.237 -0.221 0.1786
H 1.339 -2.791 -0.127 0.3985
```

Summary:
Calculated total energy, eV: -7837.686
Net charge: +1
HOMO, Ha: -0.5454
Energy relative to the best compared isomer or geometry (same formula, charge and spin), eV: 3.631
Kohn-Sham gap, eV: 7.40

=====

Formula: C4H10NO
Source: the OMol25 dataset
Level of theory: ωB97M-V with the def2-TZVPD basis set

The geometry in XYZ format:
```
16
Properties=species:S:1:pos:R:3:nbo_charge:R:1
C 2.596 -0.061 -0.357 -0.1600
C 1.424 0.441 0.063 -0.3357
C -2.222 0.778 -0.472 -0.4222
C 0.094 0.092 -0.186 0.2862
N -0.903 0.941 0.033 -0.4345
O -0.136 -1.912 0.937 -0.9570
H 3.494 0.478 -0.176 0.2256
H 2.712 -0.820 -1.023 0.2057
H 1.473 1.300 0.695 0.2146
H -2.134 -0.130 -1.062 0.2259
H -2.990 0.979 0.255 0.2492
H -2.228 1.500 -1.261 0.2340
H -0.208 -0.681 -0.899 0.2341
H -0.678 1.709 0.732 0.4247
H -0.911 -2.441 1.218 0.5062
H 0.616 -2.173 1.504 0.5034
```

Summary:
Calculated total energy, eV: -7839.569
Net charge: +1
HOMO, Ha: -0.5407
Energy relative to the best compared isomer or geometry (same formula, charge and spin), eV: 1.748
Kohn-Sham gap, eV: 9.89

=====

Formula: C4H10NO
Source: the OMol25 dataset
Level of theory: ωB97M-V with the def2-TZVPD basis set

The geometry in XYZ format:
```
16
Properties=species:S:1:pos:R:3:nbo_charge:R:1
C -1.634 -0.084 0.344 0.2758
C -1.519 -1.587 0.194 -0.6552
C -0.002 1.792 0.173 -0.4611
C 2.246 -0.303 0.039 -0.3233
N -0.643 0.659 0.243 -0.0636
O 1.021 -0.843 0.027 -0.3906
H -2.570 0.458 0.442 0.2475
H -1.668 -2.173 0.985 0.2612
H -0.495 -1.774 -0.071 0.2885
H -2.183 -1.835 -0.547 0.2504
H 1.065 1.462 0.307 0.2783
H -0.166 2.426 1.023 0.2670
H -0.139 2.387 -0.711 0.2696
H 2.358 0.440 0.842 0.2374
H 2.470 -0.009 -0.980 0.2045
H 3.020 -1.042 0.416 0.3136
```

Summary:
Calculated total energy, eV: -7834.606
Net charge: +1
HOMO (spin up / spin down), Ha: -0.5444 / -0.5477
Energy relative to the best compared isomer or geometry (same formula, charge and spin), eV: 6.711
Kohn-Sham gap (spin up / spin down), eV: 7.32 / 7.42